No. 1
Density functional theory data (wB97M-V/def2-TZVPD) for a molecular structure, C5H3ClINO2S.

Relative energy (zero: lowest compared OMol25 entry of this formula, charge and spin): 0.00 kJ/mol

Last column: Löwdin charge in e.
Positions of all 14 atoms, in Å:
C (-0.3751, 0.2346, 1.3116)  -0.02
H (0.3476, 0.5955, -2.0933)  0.09
C (-1.5814, -0.3928, 1.0691)  -0.10
C (-1.3436, -0.3231, -1.2162)  -0.68
I (2.5139, -1.6425, -1.5199)  0.92
N (-2.0466, -0.6048, -0.1431)  0.08
S (1.9734, 1.2894, 0.3815)  1.06
H (-0.1354, 0.3123, 2.3273)  0.10
O (2.0401, 1.6041, 1.8086)  -0.45
Cl (-2.0899, -0.5152, -2.8368)  0.62
C (0.3266, 0.6262, 0.1668)  -0.40
H (-2.2121, -0.7318, 1.7584)  0.08
O (2.7157, -0.7718, 0.1349)  -1.11
C (-0.1330, 0.3200, -1.1489)  -0.18

Force components x, y, z for each atom (eV/Å):
C -0.89 -0.42 -1.67
H 0.15 0.07 0.72
C 2.22 1.23 -2.97
C -1.11 0.62 0.06
I -0.12 -0.55 -1.22
N -0.74 -0.85 -1.81
S -0.09 -2.20 0.40
H 1.12 0.62 1.02
O 0.40 -0.24 -0.86
Cl 0.47 -0.16 1.20
C 0.43 -0.50 -0.72
H -2.17 -1.12 3.33
O -0.47 2.85 1.81
C 0.82 0.64 0.71

=====

No. 2
Density functional theory data (wB97M-V/def2-TZVPD) for a single C5H3F3O2S2 molecule.

Relative energy (zero: lowest compared OMol25 entry of this formula, charge and spin): 27.92 kJ/mol
SMILES: COC(=O)C#S#S#CC(F)(F)F

Last column: Löwdin charge in e.
Positions of all 15 atoms, in Å:
C (1.5533, 0.2401, 1.1816)  -0.67
O (1.8305, -0.8917, 1.0963)  0.12
C (-2.7297, -0.9783, -0.6859)  -0.74
F (-3.1799, -0.1328, -1.6410)  0.10
C (2.4176, 0.4747, -0.9482)  -0.06
C (-1.7802, -0.3181, 0.2404)  -0.38
H (3.1545, 1.0630, -1.4454)  0.08
C (0.9481, 0.9251, 2.3355)  -0.37
S (-0.4520, 1.5244, 2.6293)  0.79
H (1.7373, 0.1448, -1.8179)  0.12
O (1.8085, 1.0909, 0.1753)  -0.04
F (-3.7000, -1.5785, -0.0407)  0.16
S (-2.2323, 0.9833, 1.0221)  0.75
F (-2.0649, -1.9713, -1.4505)  0.04
H (2.6893, -0.5756, -0.6511)  0.10

Force components x, y, z for each atom (eV/Å):
C -0.46 1.75 -0.60
O 0.20 -3.16 1.24
C 1.95 -0.86 -2.18
F -0.45 -0.14 0.48
C -1.18 -3.28 -1.63
C 0.49 0.34 0.73
H 0.75 0.60 0.51
C -0.35 0.46 -0.51
S 0.07 -0.63 -0.30
H -0.09 1.19 1.48
O -0.28 1.26 -0.47
F -0.69 -0.14 0.11
S 0.13 0.11 0.15
F -0.91 1.09 1.22
H 0.82 1.42 -0.22

=====

No. 3
Density functional theory data (wB97M-V/def2-TZVPD) for a single C5H3FN2 molecule.

Relative energy (zero: lowest compared OMol25 entry of this formula, charge and spin): 253.50 kJ/mol
SMILES: N#C[C@@H]1N=CC=C1F

Last column: Löwdin charge in e.
Positions of all 11 atoms, in Å:
C (0.0199, 0.8560, -0.2242)  -0.24
N (1.8474, 2.3428, 0.9788)  0.14
C (0.8402, 1.9818, 0.5513)  -0.13
C (0.8144, -0.5405, -0.5685)  -0.16
F (2.0238, -0.6886, -0.0559)  0.07
H (-2.4271, -1.2204, 0.4883)  0.10
H (-0.1002, 1.5600, -1.1174)  0.15
N (-1.3342, 0.4700, 0.1359)  0.04
H (-0.0584, -2.4794, -0.2159)  0.09
C (-1.4829, -0.8453, 0.1795)  -0.06
C (-0.1428, -1.4364, -0.1521)  0.01

Force components x, y, z for each atom (eV/Å):
C 1.13 1.98 -1.83
N -0.37 0.80 0.03
C -0.59 -3.88 -0.24
C -3.72 1.72 4.78
F 1.48 0.02 -1.48
H -0.44 -0.77 -0.10
H -0.19 -1.50 0.26
N -0.50 -0.89 0.80
H 0.66 -1.36 0.37
C 4.02 4.05 -1.21
C -1.47 -0.17 -1.38

=====

No. 4
Density functional theory data (wB97M-V/def2-TZVPD) for a gas-phase ion, C5H3FNO2 (charge -1).

Relative energy (zero: lowest compared OMol25 entry of this formula, charge and spin): 379.65 kJ/mol
Total charge: -1

Last column: Löwdin charge in e.
Positions of all 12 atoms, in Å:
O (-4.8412, -1.4808, 0.6356)  0.01
H (0.7553, 0.9419, -0.0342)  0.08
H (0.2295, 0.2254, -1.6035)  0.08
F (-0.2890, 2.8207, 0.2813)  -0.16
C (-1.4669, 2.0546, 0.3510)  -0.07
N (-2.3900, 0.1664, -0.0908)  0.10
C (-4.7359, -0.4105, 0.0397)  -0.72
C (-3.3948, 0.4118, 0.4304)  0.12
H (-0.0128, -0.8874, -0.0354)  0.07
O (-5.3219, 0.1556, -0.8581)  0.02
C (0.0807, 0.1222, -0.4765)  -0.07
C (-1.2258, 0.7927, -0.1121)  -0.46

Force components x, y, z for each atom (eV/Å):
O 0.57 0.98 -0.10
H -0.08 -2.08 -0.34
H -0.03 -0.91 1.36
F 0.12 -0.01 0.09
C 0.77 1.03 0.05
N 0.25 -1.33 0.60
C -1.83 -0.81 0.14
C -2.43 -1.64 0.28
H 1.08 0.43 -0.47
O -0.28 0.23 -0.25
C -0.64 2.62 -0.45
C 2.50 1.48 -0.92

=====

No. 5
Density functional theory data (wB97M-V/def2-TZVPD) for a single C5H3FS molecule.

Relative energy (zero: lowest compared OMol25 entry of this formula, charge and spin): 15.38 kJ/mol
SMILES: C#CC(=S)C(=C)F

Last column: Löwdin charge in e.
Positions of all 10 atoms, in Å:
S (1.2871, -1.2315, 1.3477)  0.81
C (-1.0637, 0.0035, 1.2951)  -0.16
C (0.1786, -0.3065, 0.6449)  -0.75
C (1.5164, 0.0687, -1.4291)  0.09
H (-3.1614, 0.4006, 1.9836)  0.03
F (-0.7668, 0.7951, -1.2569)  0.04
C (0.3692, 0.2303, -0.7309)  -0.35
H (2.2293, -0.6867, -1.1020)  0.05
C (-2.2263, 0.1229, 1.6059)  0.17
H (1.6376, 0.6035, -2.3583)  0.07

Force components x, y, z for each atom (eV/Å):
S 0.45 -0.43 0.59
C -0.86 -0.26 -0.60
C -0.54 0.27 -0.29
C -1.72 0.21 0.33
H -0.79 -0.04 0.21
F 1.39 0.10 0.42
C 0.33 -0.61 -0.57
H 0.04 0.74 0.17
C 1.70 0.28 -0.04
H -0.01 -0.25 -0.22

=====

No. 6
Density functional theory data (wB97M-V/def2-TZVPD) for a single C5H3N molecule.

Relative energy (zero: lowest compared OMol25 entry of this formula, charge and spin): 281.67 kJ/mol

Last column: Löwdin charge in e.
Positions of all 9 atoms, in Å:
C (-0.1890, 1.1907, 0.0533)  -0.14
H (-0.9391, 1.9784, -0.0265)  0.07
C (1.2639, -0.9675, 0.0592)  -0.04
C (1.2236, 1.5829, -0.0469)  0.01
H (-0.2754, -2.2784, -0.0289)  0.05
N (1.6078, 0.1962, -0.0309)  0.08
C (-0.0385, -1.3119, -0.0406)  -0.08
H (-1.8479, -0.2507, 0.0491)  0.09
C (-0.8053, -0.1398, 0.0122)  -0.05

Force components x, y, z for each atom (eV/Å):
C -1.29 -1.10 -0.79
H 0.39 0.19 0.19
C 3.04 4.45 -0.68
C -0.65 -4.02 0.41
H -1.81 -3.50 -0.05
N -0.52 -0.33 0.41
C -0.24 2.73 0.39
H -1.33 0.20 -0.02
C 2.41 1.37 0.15

=====

No. 7
Density functional theory data (wB97M-V/def2-TZVPD) for a single C5H3N molecule.

Relative energy (zero: lowest compared OMol25 entry of this formula, charge and spin): 80.90 kJ/mol
⟨S²⟩: 2.031
Multiplicity: 3

Last column: Löwdin charge in e.
Positions of all 9 atoms, in Å:
C (-0.6167, 0.9605, 0.0734)  -0.09
H (0.0754, 1.6486, 0.5892)  0.11
C (-3.0862, 1.3036, 0.0442)  0.22
H (0.3950, -0.8915, 0.6091)  0.11
C (-1.8553, 1.3903, -0.2020)  -0.22
H (0.2057, -0.7826, -1.2120)  0.15
C (-0.3120, -0.6223, -0.1743)  -0.15
N (-2.6290, -1.5626, 0.0880)  0.18
C (-1.5344, -1.2787, -0.0464)  -0.31

Force components x, y, z for each atom (eV/Å):
C 1.48 -1.61 -0.62
H -0.10 -0.69 -0.64
C -1.07 0.40 -0.83
H 0.03 -0.28 -0.12
C -0.22 0.42 1.36
H -1.03 0.27 1.88
C 2.82 3.06 -1.15
N -1.07 -0.89 0.10
C -0.83 -0.67 0.02

=====

No. 8
Density functional theory data (wB97M-V/def2-TZVPD) for 2 unconnected molecules or ions with the total composition C5H3N2O2.

Relative energy (zero: lowest compared OMol25 entry of this formula, charge and spin): 110.65 kJ/mol
Total charge: +1

Last column: Löwdin charge in e.
Positions of all 12 atoms, in Å:
N (-0.5680, 0.2294, 1.1764)  0.10
O (2.9749, -1.6542, -0.2203)  0.11
H (-0.7389, -0.4086, 1.9773)  0.19
H (0.1148, 0.5812, -1.9440)  0.21
H (0.3397, 2.6828, -0.6397)  0.15
C (-0.0568, 1.4648, 1.1056)  0.01
C (-0.6940, -0.3554, -0.1268)  -0.27
C (2.0821, -1.0253, 0.0597)  0.05
C (0.1550, 1.6754, -0.2457)  -0.07
N (-0.1887, 0.6369, -0.9528)  0.15
O (-1.9566, -2.4044, 0.0305)  0.36
C (-1.4636, -1.4226, -0.2204)  0.01

Force components x, y, z for each atom (eV/Å):
N 0.04 -0.33 -1.05
O -0.68 0.48 0.26
H 0.17 1.28 -0.29
H -0.93 -0.44 0.64
H 0.55 -0.85 -0.35
C -0.31 -1.10 3.42
C 1.15 2.62 0.65
C 1.07 -0.60 -0.22
C -0.58 1.71 -0.55
N 0.02 -1.09 -2.01
O -0.95 -0.82 -0.27
C 0.46 -0.86 -0.23

=====

No. 9
Density functional theory data (wB97M-V/def2-TZVPD) for a single C5H3N3 molecule.

Relative energy (zero: lowest compared OMol25 entry of this formula, charge and spin): 524.66 kJ/mol
SMILES: C#C/C=N\N=C/C#N

Last column: Löwdin charge in e.
Positions of all 11 atoms, in Å:
C (1.2086, -0.3319, 0.9597)  -0.14
C (1.9006, 0.5993, 0.0677)  -0.17
H (-1.5348, -0.8171, -1.8662)  0.10
N (0.2195, -1.1967, 0.6866)  0.01
C (-1.3971, -0.7247, -0.8106)  -0.16
N (2.4285, 1.0560, -0.9255)  0.14
C (-2.0698, 1.5073, 0.5104)  0.10
C (-1.9931, 0.4597, -0.2119)  -0.10
H (1.5628, -0.8057, 1.9817)  0.14
H (-2.2021, 2.3798, 1.3293)  0.10
N (-0.3224, -1.2615, -0.4091)  0.00

Force components x, y, z for each atom (eV/Å):
C -0.84 -3.61 2.58
C 1.77 0.61 -4.97
H -0.74 -0.68 -0.43
N 3.65 2.74 3.22
C 0.10 2.03 -1.17
N -2.71 -1.94 5.44
C -0.14 -2.60 -0.77
C 0.28 4.30 4.22
H 0.25 2.42 -2.00
H 0.27 -2.56 -2.76
N -1.89 -0.71 -3.36

=====

No. 10
Density functional theory data (wB97M-V/def2-TZVPD) for a single C5H3N3 molecule.

Relative energy (zero: lowest compared OMol25 entry of this formula, charge and spin): 635.00 kJ/mol

Last column: Löwdin charge in e.
Positions of all 11 atoms, in Å:
C (2.5931, 0.3667, 0.0612)  -0.22
C (-1.6670, 0.9861, 0.0802)  -0.08
N (3.5001, 1.0571, 0.0816)  0.20
H (-1.8352, 0.9438, 1.1456)  0.08
H (-2.4441, 1.6425, -0.3745)  0.10
C (1.4313, -0.2723, 0.0401)  -0.13
N (0.9047, -1.3756, 0.0456)  0.07
H (-0.6704, -2.3967, -0.3616)  0.14
N (-0.4744, -1.4787, 0.0108)  0.05
C (-1.0580, -0.2722, -0.3377)  -0.27
C (-0.2801, 0.7994, -0.3913)  0.07

Force components x, y, z for each atom (eV/Å):
C 1.99 0.81 -0.02
C -1.72 1.22 1.79
N 1.34 0.74 0.05
H -0.25 0.60 0.72
H 0.66 -0.90 -0.43
C -6.60 2.02 -0.42
N -0.21 -2.34 -0.10
H -0.81 0.12 0.13
N 1.07 0.11 0.09
C 2.06 -0.10 -1.81
C 2.45 -2.27 0.01

=====

No. 11
Density functional theory data (wB97M-V/def2-TZVPD) for a single C5H3NO molecule.

Relative energy (zero: lowest compared OMol25 entry of this formula, charge and spin): 316.87 kJ/mol
SMILES: C#CCC(=O)C#N

Last column: Löwdin charge in e.
Positions of all 10 atoms, in Å:
O (0.5089, 0.9336, -2.1062)  0.09
H (-0.6568, 1.7030, 0.1716)  0.13
N (2.8753, -0.6964, -0.3466)  0.20
C (-0.9252, -0.2778, 0.9135)  -0.11
H (-0.9682, 0.8912, -1.2907)  0.18
C (-1.2024, -1.0375, 1.8126)  0.12
C (0.6422, 0.4894, -0.9753)  -0.41
C (1.8749, -0.1780, -0.6017)  -0.09
C (-0.5844, 0.6681, -0.1673)  -0.14
H (-1.4727, -1.7295, 2.5910)  0.04

Force components x, y, z for each atom (eV/Å):
O 1.77 -0.37 -0.13
H 0.49 0.03 0.42
N -0.89 0.40 -0.15
C -0.51 -0.32 -0.30
H -2.20 -1.12 2.76
C 0.17 0.50 -0.71
C 0.39 0.49 -1.06
C 1.10 -0.44 0.44
C -0.51 0.48 -0.96
H 0.18 0.33 -0.31

=====

No. 12
Density functional theory data (wB97M-V/def2-TZVPD) for a single C5H3NO molecule.

Relative energy (zero: lowest compared OMol25 entry of this formula, charge and spin): 167.47 kJ/mol
SMILES: N#CC=C=CC=O

Last column: Löwdin charge in e.
Positions of all 10 atoms, in Å:
H (0.7232, -2.1664, -0.1553)  0.12
C (-0.6263, -1.8346, 1.5312)  -0.22
H (0.9959, 1.8621, 0.5669)  0.11
C (0.4502, 1.1315, -0.0258)  -0.03
N (-1.1604, -2.1117, 2.5199)  0.15
C (0.1992, -1.4209, 0.4367)  -0.06
C (0.3935, -0.1375, 0.2758)  0.00
H (-0.0098, 2.5294, -1.6720)  0.12
C (-0.1641, 1.4873, -1.3416)  -0.26
O (-0.7039, 0.6746, -2.0533)  0.06

Force components x, y, z for each atom (eV/Å):
H 0.13 0.11 0.25
C -0.50 -0.30 0.95
H 0.10 -0.17 -0.27
C 0.07 -0.31 -0.03
N 0.29 0.13 -1.01
C 0.18 0.24 0.12
C -0.02 -0.06 -0.02
H -0.12 0.00 0.07
C -0.21 -0.18 -0.29
O 0.09 0.52 0.23

=====

How do the records compare in energy? In the order shown, they have -42273.346 -39146.181 -10926.966 -13532.666 -18782.694 -6717.804 -6715.848 -12296.948 -9697.382 -9696.239 -8766.722 -8768.271 eV.